# C22H5Cl60IO3

C22H5Cl60IO3 as an isolated structure at a distorted geometry (wB97M-V/def2-TZVPD, the Open Molecules 2025 dataset).

The geometry in XYZ format:
```
91
Properties=species:S:1:pos:R:3:lowdin_charge:R:1
I -0.14 1.48 5.07 1.095
Cl 1.72 -2.67 -9.99 0.536
Cl -4.13 3.63 2.92 0.501
Cl -2.87 -10.42 1.96 0.523
Cl -9.13 2.21 2.98 0.508
Cl 1.63 3.81 -2.28 0.657
Cl -6.45 -2.37 9.05 0.533
Cl 4.00 7.19 -6.62 0.535
Cl -0.30 1.69 -10.20 0.535
Cl 10.01 -4.06 -6.57 0.516
Cl 11.69 -6.39 -6.32 0.523
Cl 2.22 2.55 8.64 0.485
Cl -4.14 4.84 5.55 0.499
Cl -3.24 -4.53 2.70 0.509
Cl -2.54 5.07 8.44 0.512
Cl -4.65 -6.87 3.63 0.507
Cl 2.00 -0.44 -8.16 0.483
Cl 3.55 6.39 -9.36 0.538
Cl -4.02 -0.71 6.05 0.505
Cl -2.39 -5.86 5.11 0.528
Cl -0.79 0.79 -7.50 0.499
Cl 3.67 5.05 8.97 0.511
Cl -4.45 6.48 3.21 0.529
Cl -10.85 2.57 5.28 0.525
Cl 3.92 -2.60 -8.12 0.510
Cl 1.15 1.88 -4.38 0.515
Cl 5.23 -7.58 -8.30 0.529
Cl -5.62 1.04 4.42 0.497
Cl 1.18 -3.50 -2.41 0.529
Cl 3.63 -5.57 -6.98 0.481
Cl -4.87 -4.39 5.09 0.480
Cl -8.13 -4.20 7.59 0.534
Cl 3.41 3.84 6.36 0.532
Cl -1.07 3.26 -3.14 0.533
Cl -0.06 -9.78 1.76 0.526
Cl -9.10 0.27 5.12 0.478
Cl -6.92 -1.95 6.24 0.447
Cl 0.74 4.69 -4.89 0.480
Cl 0.19 5.45 9.28 0.523
Cl -1.22 3.56 -8.20 0.527
Cl -9.06 -1.52 8.15 0.525
Cl -2.02 -7.66 1.97 0.485
Cl -0.42 3.65 7.09 0.342
Cl -5.07 -1.66 3.53 0.492
Cl -0.69 6.50 6.75 0.546
Cl 5.10 2.62 8.36 0.525
Cl 4.40 -7.97 -5.56 0.518
Cl 1.98 -5.92 -3.76 0.507
Cl 3.70 4.40 -7.27 0.494
Cl -1.84 -9.22 -0.45 0.517
Cl -0.27 -4.40 -4.73 0.497
Cl 1.23 -3.04 -7.16 0.480
Cl 1.47 2.51 -8.07 0.434
Cl -0.48 -5.85 -2.25 0.519
Cl -6.58 4.70 4.01 0.508
Cl -11.40 0.46 3.38 0.529
Cl 11.32 -5.15 -8.90 0.522
Cl 9.14 -6.58 -7.66 0.491
Cl -2.96 0.30 3.56 0.481
Cl 6.38 -5.96 -6.20 0.498
Cl 1.42 6.15 -7.42 0.479
O 1.27 3.16 3.24 0.011
O 0.84 2.34 1.19 0.091
O 0.16 1.21 3.08 -0.485
C 3.17 6.03 -7.67 -2.031
C 4.30 4.26 0.09 -0.102
C 3.18 2.31 0.82 -0.004
C -10.12 1.38 4.19 -2.043
C -0.86 5.17 7.90 -2.011
C 3.13 5.00 0.10 -0.115
C -0.21 2.13 -8.49 -2.020
C -3.79 -5.41 4.13 -2.033
C 0.78 2.28 2.55 -0.705
C 4.35 2.94 0.44 -0.064
C 10.54 -5.55 -7.36 -2.051
C -4.42 -0.26 4.39 -2.003
C 0.61 3.41 -3.67 -1.998
C -1.70 -9.27 1.31 -2.042
C -7.64 -2.51 7.76 -2.022
C -4.82 4.91 3.92 -2.038
C 0.61 -4.92 -3.28 -2.042
C 2.01 3.03 0.80 -0.299
C 1.96 4.34 0.44 -0.124
C 4.91 -6.77 -6.76 -2.029
C 2.22 -2.19 -8.36 -2.010
C 3.60 3.52 8.08 -2.039
H 1.00 4.83 0.48 0.133
H 3.09 6.05 -0.16 0.116
H 3.16 1.27 1.14 0.136
H 5.26 2.34 0.45 0.112
H 5.22 4.77 -0.18 0.110
```

LUMO energy	-1.53	eV
E	-788477.2647	eV
F_max	1.9	eV/Å